A cluster of 2 separate species, C3H6O2 in total at a distorted geometry. Source: the Open Molecules 2025 dataset; level of theory: ωB97M-V/def2-TZVPD.

As for the frontier orbital gap: 9.99 eV. The calculation puts the LUMO energy at 0.667 eV. The calculation puts the HOMO energy at -9.324 eV. For the energy relative to the best compared isomer or geometry (same formula, charge and spin), the calculation gives 492.5 kJ/mol.

XYZ file:
```
11
Properties=species:S:1:pos:R:3:lowdin_charge:R:1
C -0.203 -0.110 -0.358 -0.32
C 0.685 0.551 0.508 -0.04
C -1.587 -0.227 -0.031 -0.04
O 0.309 1.219 -0.542 0.11
O 2.302 -0.593 -0.148 -0.31
H 0.246 -0.760 -1.102 0.15
H 1.015 0.873 1.404 0.11
H -1.993 -1.216 -0.249 0.09
H -2.384 0.449 -0.473 0.12
H -1.616 -0.112 1.078 0.10
H 3.226 -0.074 -0.085 0.04
```